1.
C36H38ClN2PSeSi2Ti | ωB97M-V/def2-TZVPD

```
82
Properties=species:S:1:pos:R:3:lowdin_spin:R:1
Ti -0.659 0.036 0.147 0.939
Cl -2.645 -1.496 0.049 0.012
C -4.188 -0.903 -0.478 0.007
C -5.260 -1.763 -0.613 0.000
C -6.481 -1.246 -1.021 0.000
C -6.615 0.111 -1.268 0.000
C -5.534 0.963 -1.128 0.000
C -4.297 0.464 -0.727 -0.001
P -2.770 1.463 -0.556 0.021
C -3.453 3.145 -0.726 0.008
C -3.516 3.681 -2.010 0.001
C -4.001 4.962 -2.197 0.000
C -4.401 5.717 -1.104 0.000
C -4.353 5.177 0.171 0.000
C -3.881 3.893 0.365 0.001
C -2.536 1.359 1.267 0.006
C -3.432 0.773 2.162 0.003
C -3.106 0.670 3.504 0.003
C -1.881 1.132 3.967 0.002
C -1.001 1.763 3.100 0.004
C -1.319 1.878 1.751 0.018
H -5.142 -2.813 -0.404 0.000
H -7.326 -1.905 -1.136 0.000
H -7.572 0.502 -1.577 0.000
H -5.648 2.020 -1.320 0.000
H -3.191 3.082 -2.853 0.000
H -4.055 5.379 -3.191 0.000
H -4.751 6.728 -1.250 0.000
H -4.676 5.759 1.021 0.000
H -3.845 3.472 1.362 0.000
H -4.401 0.434 1.823 0.000
H -3.816 0.240 4.196 0.000
H -1.634 1.042 5.014 0.000
H -0.084 2.200 3.472 0.000
H -0.716 2.520 1.103 0.009
C 1.382 -0.883 3.197 0.003
Si 0.383 -1.610 1.695 0.004
C -0.796 -2.969 2.394 -0.003
C 1.673 -2.504 0.565 0.000
C 2.622 -3.349 1.137 0.000
C 3.575 -3.991 0.369 0.000
C 3.585 -3.809 -1.002 0.000
C 2.630 -2.996 -1.587 -0.001
C 1.673 -2.330 -0.828 -0.002
Si 0.331 -1.275 -1.748 -0.022
C -0.873 -2.585 -2.504 -0.005
C 1.203 -0.377 -3.230 -0.005
H 2.317 -1.412 3.349 0.000
H 0.816 -0.971 4.119 0.000
H 1.607 0.175 3.066 0.000
H -0.270 -3.620 3.086 -0.001
H -1.191 -3.588 1.593 0.000
H -1.639 -2.531 2.927 0.000
H 2.608 -3.523 2.205 0.000
H 4.300 -4.643 0.832 0.000
H 4.321 -4.307 -1.616 0.000
H 2.622 -2.890 -2.663 0.000
H -0.386 -3.142 -3.298 -0.001
H -1.763 -2.116 -2.920 0.000
H -1.178 -3.294 -1.738 0.000
H 2.141 -0.863 -3.480 -0.001
H 1.422 0.664 -3.002 0.000
H 0.575 -0.398 -4.114 0.000
C 4.290 1.938 -2.173 0.000
N 4.245 1.072 -1.028 -0.001
C 3.214 0.869 -0.187 0.002
Se 1.585 1.714 -0.177 0.002
N 3.601 -0.002 0.768 -0.001
C 4.902 -0.386 0.542 0.000
C 5.766 -1.214 1.240 0.000
C 7.049 -1.338 0.743 0.000
C 7.451 -0.681 -0.420 0.000
C 6.594 0.149 -1.122 0.000
C 5.312 0.300 -0.612 0.000
H 3.334 2.446 -2.277 0.000
H 4.494 1.348 -3.066 0.000
H 5.083 2.676 -2.047 0.000
H 2.990 -0.364 1.485 0.000
H 5.452 -1.727 2.135 0.000
H 7.767 -1.944 1.271 0.000
H 8.459 -0.819 -0.779 0.000
H 6.909 0.664 -2.016 0.000
```

The charge is +1. The LUMO energy (alpha / beta) comes out at -2.980 / -2.993 eV. Its multiplicity is 2. As for the orbital gap (alpha / beta): 7.2 / 7.0 eV.


2.
C36H38F16O14S | ωB97M-V/def2-TZVPD

```
105
Properties=species:S:1:pos:R:3:mulliken_charge:R:1
C -3.117 -1.248 1.317 0.525
C -2.119 -1.017 0.692 -1.553
C -0.926 -0.583 0.021 0.206
C 0.316 -1.067 0.444 -0.578
C 1.492 -0.686 -0.180 0.894
C 2.798 -1.276 0.278 -2.063
C 3.090 -2.602 -0.465 0.658
C 2.337 -3.806 0.100 -1.215
F 2.671 -2.430 -1.797 -0.304
C 1.450 0.217 -1.236 -0.632
C 0.235 0.696 -1.678 0.876
C -0.950 0.293 -1.061 0.858
C -2.223 0.837 -1.626 -0.228
O -3.215 1.044 -0.977 -0.603
C -2.190 1.115 -3.105 0.645
C -3.482 0.916 -3.835 -1.377
S -3.620 -0.818 -4.334 0.946
O -2.297 -1.367 -4.499 -0.508
O -4.551 -0.933 -5.421 -0.638
C -1.059 1.510 -3.678 -0.745
C 0.157 1.656 -2.825 -0.130
O 0.992 2.504 -3.010 -0.575
H -3.989 -1.610 1.806 0.651
H 0.338 -1.765 1.269 0.590
H 2.776 -1.498 1.342 0.510
H 3.624 -0.598 0.072 0.467
H 4.161 -2.784 -0.516 0.323
H 2.973 -4.684 0.175 0.242
H 1.468 -4.041 -0.510 0.366
H 1.974 -3.558 1.097 0.272
H 2.369 0.527 -1.713 0.527
H -3.593 1.541 -4.716 0.494
H -4.313 1.103 -3.152 0.375
H -4.137 -1.393 -3.213 0.145
H -1.016 1.721 -4.738 0.559
C -3.750 2.546 1.930 -0.221
C -2.989 3.733 2.473 -0.564
O -2.684 3.555 3.874 -0.345
C -1.623 2.812 4.148 0.379
O -0.886 2.288 3.367 -0.517
C -1.424 2.744 5.673 0.887
F -2.580 2.511 6.308 -0.230
F -0.932 3.907 6.122 -0.267
F -0.571 1.778 5.994 -0.248
H -4.649 2.366 2.524 -0.098
H -4.040 2.722 0.896 0.339
H -3.145 1.640 1.962 0.018
H -3.591 4.638 2.424 0.387
H -2.070 3.913 1.916 0.459
C 2.498 -2.054 -5.375 -0.989
C 2.934 -1.991 -6.821 -0.356
O 4.332 -2.323 -6.960 -0.309
C 4.624 -3.615 -6.983 0.337
O 3.859 -4.529 -6.912 -0.509
C 6.142 -3.794 -7.167 0.910
F 6.831 -2.971 -6.369 -0.246
F 6.483 -3.527 -8.434 -0.253
F 6.504 -5.043 -6.891 -0.239
H 3.130 -1.415 -4.756 0.302
H 1.464 -1.723 -5.278 0.357
H 2.570 -3.068 -4.984 0.352
H 2.844 -0.979 -7.210 0.308
H 2.336 -2.648 -7.452 0.339
C -6.145 3.268 6.817 -0.921
C -6.903 3.431 5.518 -0.283
O -6.661 2.318 4.633 -0.256
C -7.383 1.228 4.850 0.313
O -8.217 1.070 5.690 -0.522
C -7.017 0.163 3.802 0.903
F -5.689 0.080 3.653 -0.224
F -7.548 0.485 2.614 -0.260
F -7.476 -1.032 4.152 -0.259
H -5.081 3.131 6.621 0.113
H -6.275 4.153 7.438 0.392
H -6.500 2.401 7.372 0.342
H -6.554 4.307 4.975 0.336
H -7.974 3.539 5.684 0.344
C 1.419 5.675 -3.106 -0.970
C 1.658 6.234 -1.722 -0.216
O 0.666 7.227 -1.378 -0.319
C -0.487 6.762 -0.926 0.328
O -0.792 5.617 -0.765 -0.477
C -1.414 7.939 -0.572 0.911
F -1.408 8.872 -1.528 -0.251
F -1.010 8.509 0.571 -0.265
F -2.664 7.516 -0.407 -0.235
H 1.391 6.475 -3.846 0.353
H 2.211 4.977 -3.369 0.374
H 0.471 5.141 -3.153 0.170
H 2.612 6.754 -1.672 0.304
H 1.661 5.449 -0.968 0.296
C 7.594 -6.779 3.928 -1.087
C 7.142 -7.292 2.579 -0.224
O 5.768 -7.730 2.622 -0.318
C 4.851 -6.782 2.508 0.354
O 5.044 -5.610 2.371 -0.520
C 3.450 -7.422 2.534 0.936
F 3.354 -8.337 3.502 -0.253
F 3.206 -8.024 1.363 -0.261
F 2.509 -6.503 2.735 -0.233
H 7.435 -7.536 4.696 0.303
H 8.654 -6.529 3.896 0.369
H 7.038 -5.887 4.215 0.312
H 7.710 -8.173 2.289 0.318
H 7.262 -6.541 1.799 0.317
```

The LUMO energy comes out at -1.218 eV. As for the orbital gap: 8.2 eV.


3.
C36H38N3O2P2PbS | ωB97M-V/def2-TZVPD

```
83
Properties=species:S:1:pos:R:3:mulliken_charge:R:1
Pb 0.131 -0.817 0.581 1.260
N -1.281 1.315 -0.160 0.265
C -2.219 1.218 -1.237 -0.099
C -2.576 2.323 -2.000 -0.490
C -3.507 2.202 -3.018 -0.872
C -4.094 0.973 -3.294 -0.899
C -3.725 -0.144 -2.567 -0.589
C -2.788 -0.025 -1.536 0.513
P -2.306 -1.517 -0.641 0.915
C -3.490 -1.885 0.647 0.743
C -4.475 -0.956 0.989 -0.509
C -5.360 -1.258 2.011 -0.832
C -5.249 -2.459 2.700 -0.558
C -4.256 -3.376 2.368 -0.931
C -3.367 -3.088 1.352 -0.430
C -2.232 -2.830 -1.864 0.633
C -1.255 -2.720 -2.860 -0.774
C -1.201 -3.657 -3.874 -0.666
C -2.112 -4.709 -3.893 -0.559
C -3.078 -4.820 -2.902 -0.727
C -3.140 -3.890 -1.877 -0.063
H -1.755 1.412 0.738 0.273
H -0.657 2.107 -0.265 -0.392
H -2.148 3.294 -1.775 0.721
H -3.793 3.075 -3.590 0.458
H -4.837 0.884 -4.074 0.472
H -4.163 -1.107 -2.797 0.525
H -4.563 -0.022 0.448 0.452
H -6.140 -0.554 2.267 0.468
H -5.941 -2.681 3.502 0.462
H -4.186 -4.313 2.905 0.472
H -2.588 -3.795 1.084 0.637
H -0.557 -1.889 -2.839 0.407
H -0.452 -3.575 -4.651 0.444
H -2.068 -5.443 -4.687 0.432
H -3.791 -5.632 -2.930 0.470
H -3.903 -3.967 -1.114 0.487
C 0.720 -4.510 1.816 -1.203
P 1.196 -2.833 2.352 0.714
C 3.005 -2.913 2.563 -1.137
C 0.556 -2.677 4.046 -1.242
H 1.183 -5.236 2.487 0.414
H 1.055 -4.703 0.797 0.403
H -0.362 -4.623 1.865 0.286
H 3.232 -3.668 3.317 0.442
H 3.390 -1.953 2.905 0.312
H 3.494 -3.183 1.627 0.382
H 1.057 -3.412 4.679 0.460
H -0.519 -2.847 4.062 0.326
H 0.755 -1.677 4.432 0.365
C 5.289 5.222 -0.510 -1.024
O 4.239 4.298 -0.842 -0.287
C 3.011 4.527 -0.349 0.699
C 2.750 5.401 0.706 -0.563
C 1.454 5.681 1.090 -0.913
C 0.373 5.124 0.407 -0.626
C 0.611 4.249 -0.628 -0.681
C 1.913 3.904 -0.986 -0.082
N 2.118 3.053 -2.103 0.233
C 3.002 2.110 -2.213 -0.856
C 3.680 1.491 -1.101 0.499
C 5.028 1.195 -1.208 -0.339
C 5.751 0.744 -0.106 -0.608
C 5.117 0.560 1.137 -0.913
C 3.768 0.741 1.251 -0.172
C 2.971 1.163 0.136 0.244
O 1.713 1.207 0.213 -0.554
H 6.134 4.950 -1.136 0.261
H 5.576 5.133 0.538 0.407
H 4.992 6.247 -0.733 0.416
H 3.578 5.876 1.214 0.466
H 1.280 6.358 1.915 0.452
H -0.637 5.389 0.685 0.478
H -0.221 3.822 -1.178 0.938
H 1.595 3.306 -2.937 0.348
H 3.200 1.751 -3.219 0.679
H 5.532 1.390 -2.147 0.526
H 6.811 0.547 -0.198 0.492
H 5.699 0.255 1.996 0.542
H 3.245 0.555 2.182 0.800
S -2.465 0.638 4.473 -0.272
C -1.667 0.067 3.244 0.607
N -1.078 -0.391 2.312 -0.838
```

The charge is +3. The LUMO energy (alpha / beta) comes out at -10.878 / -10.843 eV. As for the orbital gap (alpha / beta): 4.5 / 4.6 eV.


Largest force on an atom for every record listed, in sequence, given in eV/Å: 1.5; 1.0; 0.8.
E for every record listed, in sequence, given in Ha: -6135.3968; -4444.0047; -2982.1689.